A structure of composition C32H26BeN4O3S3 in a non-equilibrium geometry. Source: OMol25; level of theory: ωB97M-V/def2-TZVPD.

The geometry in XYZ format:
```
69
Properties=species:S:1:pos:R:3:mulliken_charge:R:1
Be -0.35569 1.59269 1.82039 -0.90
S -0.99697 2.80449 0.04992 -0.51
C 0.19451 2.11958 -0.90090 0.35
N -0.01128 1.84933 -2.19525 0.15
C 1.01724 1.18434 -2.96257 -0.44
C 2.37320 1.75401 -2.58833 -0.99
N 2.55479 1.66232 -1.15803 0.15
C 3.87054 1.23096 -0.72622 -1.34
C 4.07277 -0.19577 -1.17252 0.40
C 3.26625 -1.18828 -0.62676 0.01
C 3.39340 -2.49824 -1.04596 -0.65
C 4.32326 -2.82796 -2.01765 -0.58
C 5.12579 -1.84301 -2.57130 -0.60
C 4.99698 -0.52887 -2.15421 -0.32
C 1.53157 1.87527 -0.32556 0.71
S 1.77664 1.96845 1.32303 -0.48
C -1.28665 2.04631 -2.86115 -1.91
C -2.02963 0.74896 -3.07415 0.83
C -2.97482 0.32820 -2.14717 -0.27
C -3.69104 -0.83693 -2.36045 -0.51
C -3.46131 -1.60376 -3.48921 -0.59
C -2.51478 -1.19454 -4.41164 -0.72
C -1.80659 -0.02378 -4.20683 -0.21
H 0.82418 1.34352 -4.02337 0.46
H 1.00614 0.10508 -2.76453 0.25
H 2.46022 2.79914 -2.90904 0.33
H 3.15653 1.17244 -3.07666 0.41
H 3.93205 1.30983 0.35910 0.50
H 4.61230 1.89724 -1.17469 0.43
H 2.54471 -0.94859 0.14119 0.41
H 2.77408 -3.24988 -0.58264 0.56
H 4.42225 -3.85197 -2.34080 0.41
H 5.85310 -2.09980 -3.32714 0.39
H 5.62988 0.23660 -2.58354 0.41
H -1.08803 2.52208 -3.82737 0.55
H -1.88679 2.71988 -2.24916 0.69
H -3.16224 0.92824 -1.27059 0.39
H -4.44720 -1.13921 -1.65347 0.51
H -4.02316 -2.51022 -3.65634 0.41
H -2.33954 -1.77663 -5.30207 0.40
H -1.09211 0.29871 -4.94926 0.38
O 1.74393 -3.66256 1.30892 -0.67
S 0.85943 -3.00559 2.23239 1.17
O 1.07200 -3.25246 3.62387 -0.69
N 0.81049 -1.37585 1.93267 -0.57
C -0.37302 -1.01080 1.57294 0.94
O -0.71823 0.19426 1.35448 0.28
C -1.36868 -2.09463 1.39226 0.37
C -2.66362 -1.98122 0.91631 -0.38
C -3.41669 -3.14076 0.79378 -0.77
C -2.88895 -4.37146 1.16301 -0.50
C -1.59047 -4.47765 1.65145 -0.67
C -0.84738 -3.32610 1.74934 -0.10
H -3.05477 -1.01011 0.65174 0.67
H -4.42393 -3.08832 0.40740 0.41
H -3.49381 -5.26212 1.07280 0.41
H -1.17327 -5.43040 1.93860 0.47
N -2.34296 4.61864 8.03405 -0.54
C -2.02775 4.11573 7.05132 -0.01
C -1.64200 3.51636 5.83127 0.52
C -1.60549 2.12806 5.68707 -0.89
C -1.22970 1.57127 4.47939 0.02
C -0.87515 2.34356 3.36327 0.05
C -0.92438 3.73397 3.54807 0.31
C -1.29464 4.31685 4.74278 -0.86
H -1.87415 1.49873 6.52414 0.43
H -1.21040 0.49232 4.39925 0.38
H -0.66916 4.38791 2.72426 0.33
H -1.32178 5.39213 4.84607 0.42
```

Summary:
- Largest force on an atom: 1.98 eV Å⁻¹
- Gap between HOMO and LUMO: 6.599 eV
- E: -2889.1704 Ha
- LUMO: -1.96 eV
- Relative energy (zero: lowest compared OMol25 entry of this formula, charge and spin): 0.9651 eV
- Multiplicity: 1